Molecular formula: C25H42BrClIN4O3P2Si
Method: DFT, wB97M-V/def2-TZVPD

HOMO-LUMO gap, hartree: 0.2626
Charge: +1

Each line ends with the Löwdin charge.
Positions of all 80 atoms, in Å:
H (-2.115, -1.727, -2.707)  0.086
H (-4.014, -5.787, 3.517)  0.118
H (2.923, -5.152, -3.844)  0.043
H (-3.039, 4.681, 0.856)  0.072
Si (4.024, -3.450, -2.271)  0.588
H (2.635, -5.578, -2.085)  0.050
H (-0.098, 5.289, 0.236)  0.105
H (4.227, -5.931, -2.813)  0.054
H (5.964, -3.104, -0.758)  0.029
C (3.389, -5.178, -2.827)  -0.198
H (-0.905, 7.352, -0.866)  0.116
P (1.541, 1.536, -0.270)  0.690
N (2.745, -1.002, -1.243)  -0.056
H (-1.324, 7.381, 0.851)  0.117
H (4.331, -2.116, -4.341)  0.049
H (-5.005, -6.466, 2.222)  0.122
C (-1.970, 4.664, 1.079)  -0.106
H (-3.825, -7.382, 0.088)  0.084
C (-4.098, -5.896, 2.435)  -0.177
C (5.023, -2.759, -3.732)  -0.173
H (-4.030, 5.507, 2.958)  0.097
I (6.131, 1.828, -3.964)  0.754
H (4.518, -3.600, 0.209)  0.043
C (-2.939, -6.805, 0.366)  -0.105
C (-4.213, -4.547, 1.817)  -0.226
C (1.609, -0.184, -1.046)  -0.288
C (1.281, -2.715, -2.351)  0.033
C (5.109, -3.827, -0.719)  -0.182
H (6.202, -0.474, -2.399)  0.012
C (-4.970, 6.020, 4.846)  -0.262
C (2.588, -2.232, -1.877)  -0.127
H (-4.625, 7.169, 3.044)  0.120
H (3.184, 2.651, 0.761)  0.068
H (5.920, -2.177, -3.403)  0.018
O (-1.401, 0.849, 0.454)  -0.407
C (4.573, 0.792, -1.527)  -0.307
H (-2.180, 0.394, 0.831)  0.058
H (-1.814, 5.123, 2.059)  0.060
O (2.769, 1.771, 0.832)  -0.344
C (-1.163, 5.387, 0.008)  -0.271
C (0.057, -1.938, -2.136)  -0.154
H (-1.966, -6.041, 2.119)  0.111
H (3.910, -0.320, 0.342)  0.136
C (-2.950, 7.031, -0.452)  -0.230
H (5.413, -3.556, -4.428)  0.058
H (-5.968, 5.715, 4.524)  0.110
N (-4.059, 7.152, -0.723)  0.145
C (-2.867, -6.611, 1.875)  -0.263
C (-2.785, 6.836, 4.025)  -0.244
C (-1.691, -3.767, -1.783)  -0.188
C (6.007, 0.597, -2.158)  -0.620
C (-4.352, 4.901, 5.678)  -0.112
H (3.859, 0.928, -2.385)  0.042
C (4.047, -0.518, -0.762)  -0.136
H (-1.128, -2.865, -3.681)  0.144
H (-2.058, -7.341, 0.010)  0.078
H (-2.769, -7.586, 2.357)  0.112
N (-1.739, 7.191, 4.344)  0.145
H (6.803, 0.903, -1.426)  0.065
Br (-1.288, 2.257, -2.426)  0.294
H (4.909, -1.220, -0.795)  0.093
H (-4.227, 3.993, 5.081)  0.075
N (-4.301, -3.505, 1.340)  0.130
H (1.170, -3.687, -2.889)  0.110
H (4.623, 1.683, -0.860)  0.087
C (-1.515, 6.873, -0.098)  -0.173
C (-4.136, 6.375, 3.612)  -0.184
H (-5.092, 6.905, 5.477)  0.114
H (5.435, -4.899, -0.702)  0.049
C (0.256, -0.635, -1.460)  -0.298
H (-2.973, -5.851, -0.163)  0.040
H (-1.332, 4.897, -0.955)  0.062
H (-3.377, 5.188, 6.077)  0.070
O (-0.968, -4.744, -1.851)  0.047
H (-2.628, -3.686, -1.164)  0.122
Cl (2.021, 2.875, -1.853)  0.214
C (-1.303, -2.486, -2.632)  -0.110
H (-1.668, 3.616, 1.141)  0.056
P (-1.334, 0.371, -1.172)  0.574
H (-4.993, 4.662, 6.528)  0.074